79
Properties=species:S:1:pos:R:3:forces:R:3 method="wB97M-V/def2-TZVPD" total_charge=+1 total_energy_ha=-5963.5164 orbital_gap_ev=8.086 homo_ev=-11.47
C -0.015157 -0.836745 2.915597 1.715 -0.633 0.700
O -0.692011 -1.652710 1.924393 -0.913 1.532 -0.223
C -1.883369 -0.995453 1.397534 0.593 0.696 0.538
C -1.617229 -0.348911 -0.082498 -0.527 -3.359 0.281
C -1.061695 -1.600603 -0.967239 -0.148 -0.271 -0.602
C -2.128611 -2.795338 -1.122287 0.023 -0.514 -0.445
C -2.646589 -2.983652 -2.658435 -0.506 -0.375 0.360
C -2.313085 -4.440577 -3.242827 0.735 -3.207 1.414
O -2.135186 -5.458704 -2.528028 -0.955 4.456 -2.443
O -2.260312 -4.623559 -4.661044 0.848 1.436 2.126
N -0.476866 0.599419 0.112727 -0.384 0.303 0.944
C -0.302375 1.662799 -0.913874 1.978 1.603 -2.154
C 1.127133 1.493350 -1.673757 -0.483 0.539 0.448
O 1.374053 0.132314 -2.106078 0.761 1.137 -0.226
C 2.766502 0.104085 -2.544811 1.120 0.977 -0.272
O 3.626152 -0.228429 -1.445701 -0.941 -0.828 -1.346
C 3.458911 -1.633159 -1.089960 0.002 -0.365 -0.277
C 4.830588 -2.403005 -0.777704 -0.278 -0.653 -0.097
O 4.565810 -3.318258 0.337285 -0.539 0.842 -0.925
P -0.059429 3.298839 0.106123 -0.536 0.665 1.969
S -1.626847 3.812502 1.123112 0.452 -0.431 -0.324
C -1.534366 1.933100 -1.886704 -1.171 -1.514 -0.426
O -1.603344 1.145937 -3.097456 1.253 -0.657 0.462
P -1.649710 3.785887 -2.461836 0.414 1.915 0.056
O -0.183375 4.249988 -3.211305 -1.664 -1.732 -0.405
Br -3.166182 3.715047 -4.158416 0.891 -0.413 0.708
N -2.834206 1.700703 -1.151652 1.524 -0.430 0.345
C -2.938583 0.280328 -0.731905 0.999 -0.936 -2.098
S -4.478257 0.155299 0.310203 -6.158 5.396 1.271
O -5.560146 0.838841 -0.507523 3.673 -3.111 1.238
O -4.400813 0.891963 1.615753 1.210 -3.521 -2.876
F -5.016488 -1.448687 0.476060 1.813 2.493 -0.293
H -0.691673 -0.373826 3.706866 0.687 -0.468 -1.299
H 0.677357 -0.070745 2.393256 -1.125 -0.772 0.972
H 0.701240 -1.543561 3.482725 -1.246 1.123 -0.912
H -2.098490 -0.114950 2.093946 -0.328 -1.236 -0.878
H -2.707400 -1.779873 1.395846 0.956 1.294 -0.172
H -0.763353 -1.288927 -2.028977 -0.416 -0.119 1.589
H -0.102112 -2.052167 -0.506311 -1.588 1.079 -0.390
H -1.610012 -3.754716 -0.748772 -1.011 1.389 -0.790
H -3.074458 -2.683202 -0.498113 1.432 0.050 -0.641
H -2.305904 -2.126307 -3.339561 -0.297 -1.401 0.815
H -3.802093 -2.919366 -2.645044 1.797 -0.223 -0.189
H -1.496524 -4.063680 -4.944883 -0.986 -0.437 -0.110
H -0.629308 1.059184 1.047350 -0.124 -0.027 -0.631
H 0.379362 0.012900 0.249898 -0.588 0.462 -0.488
H 1.171387 2.189637 -2.577948 -0.315 -0.751 1.289
H 1.949110 1.826839 -0.936649 -1.098 -0.579 -0.964
H 3.067842 1.170215 -2.875049 -0.386 -1.695 0.562
H 2.916233 -0.573080 -3.461589 -0.584 0.593 1.628
H 2.976138 -2.149565 -1.993876 0.445 0.521 1.437
H 2.748232 -1.671358 -0.176984 1.219 -0.183 -1.327
H 5.712568 -1.729191 -0.522694 -1.423 -0.744 -0.089
H 5.167679 -3.064641 -1.659705 -0.639 1.277 1.046
H 3.634583 -3.615530 0.224346 1.045 0.092 0.157
H 0.962026 2.942066 1.079197 -0.127 -0.111 -1.168
H 0.527294 4.343564 -0.688800 -0.042 -0.990 -0.063
H -0.870522 0.501847 -3.195785 -0.345 0.545 0.242
H -0.132416 3.957486 -4.153472 0.054 0.248 0.783
H -3.628439 1.999462 -1.739341 0.355 -0.497 0.435
H -3.158377 -0.338862 -1.686925 0.005 0.538 1.772
C 6.060009 1.319066 0.592021 -0.495 0.659 0.321
C 5.141815 2.384105 1.110613 -1.544 1.740 0.856
N 4.415731 3.220243 1.518994 2.140 -2.701 -1.378
H 5.655278 0.334298 0.830446 -0.017 0.141 0.019
H 6.159020 1.411028 -0.490646 -0.060 0.034 0.114
H 7.045424 1.419670 1.049663 -0.134 0.060 0.002
C 2.799664 -4.387491 4.932705 -0.557 0.616 0.372
C 1.877336 -3.337124 5.474317 -1.534 1.739 0.932
N 1.151062 -2.510033 5.900761 2.289 -2.580 -1.471
H 2.404057 -5.379380 5.156505 -0.011 0.137 0.012
H 2.893834 -4.276845 3.851277 -0.033 0.036 0.113
H 3.785708 -4.285883 5.388448 -0.129 0.042 -0.014
C -4.517486 5.781120 3.742881 0.901 0.083 -0.111
C -3.035339 5.917720 3.565323 2.470 0.275 -0.251
N -1.868438 6.025360 3.425589 -3.716 -0.320 0.477
H -4.835781 4.779925 3.447607 0.090 0.083 0.015
H -4.782395 5.945547 4.788425 0.095 -0.006 -0.099
H -5.034415 6.516386 3.124397 0.116 -0.053 0.047